{
  "formula": "C39H41Cl3N6O3P2PtS",
  "method": "wB97M-V/def2-TZVPD",
  "elements": ["Pt", "C", "P", "C", "C", "C", "C", "C", "C", "C", "C", "C", "C", "C", "C", "C", "C", "C", "C", "C", "P", "C", "C", "C", "C", "C", "C", "C", "C", "C", "C", "C", "C", "N", "H", "H", "H", "H", "H", "H", "H", "H", "H", "H", "H", "H", "H", "H", "H", "H", "H", "H", "H", "H", "H", "H", "H", "H", "H", "H", "C", "N", "C", "C", "O", "N", "C", "N", "H", "H", "H", "H", "H", "H", "H", "Cl", "C", "Cl", "Cl", "C", "O", "O", "C", "N", "C", "S", "N", "C", "H", "H", "H", "H", "H", "H", "H", "H"],
  "xyz": [[0.88724, -0.22543, 0.34270], [3.49651, -0.04665, 2.36790], [1.59202, 0.11175, 2.61211], [1.20230, 1.78789, 2.96412], [-0.04646, 2.29173, 2.64547], [-0.34752, 3.62865, 2.94559], [0.54979, 4.50933, 3.51960], [1.80669, 3.96339, 3.84426], [2.10652, 2.64835, 3.60249], [1.27451, -0.86288, 4.06508], [0.46463, -0.30624, 5.03762], [0.03002, -1.08353, 6.15371], [0.46447, -2.40225, 6.27187], [1.27645, -2.94112, 5.27927], [1.62557, -2.21077, 4.12486], [3.91070, 0.10403, 0.95066], [5.18309, -0.05400, 0.24458], [4.98805, 0.01371, -1.09485], [3.58342, 0.17583, -1.27133], [2.73305, 0.37830, -2.41513], [1.06630, -0.60250, -2.07709], [-0.15788, 0.07905, -3.21420], [-1.17179, -0.87370, -3.47987], [-2.23177, -0.51060, -4.30537], [-2.28890, 0.73293, -4.89810], [-1.33991, 1.69970, -4.61945], [-0.26243, 1.35808, -3.78865], [1.37947, -2.28438, -2.60477], [1.37273, -2.46843, -3.97961], [1.58202, -3.75766, -4.47026], [1.76467, -4.82487, -3.58563], [1.83487, -4.60363, -2.24334], [1.56269, -3.35320, -1.73587], [3.00750, 0.22723, -0.02248], [3.80057, -1.01634, 2.76399], [4.01700, 0.63344, 3.02823], [-0.82238, 1.63732, 2.23053], [-1.30267, 4.03092, 2.65678], [0.34198, 5.54720, 3.78189], [2.53017, 4.58282, 4.40384], [3.02978, 2.26646, 4.00895], [0.22475, 0.76697, 5.00542], [-0.55678, -0.62443, 6.95298], [0.11635, -3.04320, 7.06318], [1.55852, -3.95827, 5.40278], [2.13395, -2.72509, 3.30791], [6.11929, -0.13421, 0.71378], [5.73977, -0.11087, -1.80770], [3.13454, -0.01550, -3.36749], [2.45524, 1.44713, -2.53830], [-1.08463, -1.92256, -3.11611], [-2.96606, -1.25470, -4.59488], [-3.12528, 1.00009, -5.55922], [-1.34928, 2.67707, -5.08915], [0.45747, 2.14189, -3.53640], [1.29418, -1.68635, -4.72971], [1.49627, -3.94438, -5.50958], [1.91316, -5.79668, -4.00054], [2.02776, -5.45618, -1.58587], [1.63296, -3.20127, -0.67186], [0.32789, 5.63124, -0.99352], [0.09596, 4.18513, -1.02092], [-1.23607, 3.69329, -1.26735], [-1.05102, 2.21581, -0.92426], [-1.93650, 1.39345, -0.98204], [0.22329, 2.06131, -0.39512], [0.83284, 3.24227, -0.45991], [2.08497, 3.41685, -0.11521], [-0.09402, 6.00400, -1.91261], [1.41529, 5.81026, -1.04004], [-0.06963, 6.01499, -0.04899], [-1.53707, 3.84122, -2.27954], [-1.99519, 4.16402, -0.62569], [2.41248, 2.59619, 0.35911], [2.42948, 4.35876, 0.15312], [-1.93966, -4.20204, -1.24516], [-1.94195, -2.53435, 1.63173], [-2.34796, -1.21792, 2.76166], [-2.96562, -3.89437, 2.01121], [-0.37258, -3.03793, 1.75152], [-0.25332, -3.80987, 2.64947], [0.53830, -2.46898, 1.01409], [-5.13836, -0.17286, -1.91282], [-3.92127, -0.88496, -1.61337], [-3.70218, -1.53087, -0.47535], [-1.97330, -1.93086, -0.09705], [-4.68342, -1.95653, 0.30507], [-6.02684, -2.48297, -0.09998], [-4.93182, 0.41682, -2.78602], [-5.46979, 0.44660, -1.07412], [-5.94875, -0.87074, -2.15981], [-3.07673, -0.60550, -2.08854], [-4.46590, -2.15048, 1.27761], [-6.86463, -1.73518, 0.01911], [-6.17098, -3.41329, 0.45646], [-5.96121, -2.73185, -1.15200]],
  "lumo_ha": [-0.1649, -0.2625],
  "relative_energy_kj_mol": 109.90,
  "homo_energy_ev": [-11.966, -13.163],
  "s_squared": 6.02,
  "multiplicity": 5,
  "total_charge": 2
}